The following is a DFT calculation (wB97M-V/def2-TZVPD) of a cluster of 3 separate species, C2H11N2O2 in total in a non-equilibrium geometry.

## Properties
LUMO level (alpha / beta): -10.232 / -14.861 eV
ΔE to the lowest compared entry with this formula, charge and spin: 57.4 kcal/mol
HOMO energy (alpha / beta): -17.6 / -17.6 eV
Net charge: +2
Kohn-Sham gap (alpha / beta): 7.350 / 2.721 eV
Multiplicity: 2

Last column: Löwdin charge in e.
Atoms and positions in Å:
C: -0.9545 -1.1506 1.9847  0.07
N: 0.2582 0.1808 -1.1947  0.39
C: -0.0775 0.1256 0.1019  0.02
N: -0.8566 -0.8339 0.5697  0.19
H: -0.6343 -2.1868 2.2110  0.16
H: -1.9963 -1.1162 2.3230  0.16
H: -0.3081 -0.5594 2.6264  0.13
H: -0.1682 -0.6245 -1.7113  0.12
H: 1.2038 0.5403 -1.3902  0.21
H: 0.2011 0.9440 0.7672  0.18
H: -1.1344 -1.6280 -0.0253  0.21
H: 1.3689 2.9176 2.8382  0.03
H: 2.1520 3.9431 2.0446  0.06
O: 1.8451 3.0230 2.0192  -0.07
H: 0.0227 -1.3466 -4.0038  0.09
H: -1.0557 -2.3179 -3.5983  0.08
O: -0.5248 -1.6029 -3.2520  -0.03

Forces on the atoms, in the same order (eV/Å):
0.4763 -0.0012 0.5534
-0.3400 -2.1727 2.5089
0.2107 2.0957 -0.8607
0.3348 -1.7388 1.0383
-0.2672 -0.1094 -0.7379
-0.3546 0.0817 -0.1390
-0.1588 0.6775 -0.3013
0.4454 0.2988 -1.7124
-0.4348 0.6328 -0.6234
0.4983 -0.1839 0.1644
-0.3298 0.3801 -0.3007
-0.1096 0.0830 0.5668
-0.0201 -0.2957 -0.1216
-0.0352 0.0245 -0.5053
0.1022 0.0857 -0.0803
-0.4427 -0.4613 -0.0105
0.4250 0.6032 0.5615